Record 1
A cluster of 2 separate species, C6H13NO2 in total at a distorted geometry, computed with wB97M-V/def2-TZVPD.

Computed properties:
Energy relative to the best compared isomer or geometry (same formula, charge and spin) = 297.1 kJ/mol
Lowest unoccupied orbital energy = 0.0253 Ha
Highest occupied orbital energy = -8.139 eV
2S+1 = 1
Orbital gap = 8.827 eV
SMILES = C=C(CCC=O)NC.O

Cartesian coordinates (Å):
C  1.645209  1.403639  1.226703
C  0.971200  0.527299  0.518966
C  -0.539814  0.363017  0.369255
C  -0.909516  1.469849  -0.622959
C  -2.432547  1.677924  -0.419455
O  -3.302942  1.116804  -1.032126
N  1.692255  -0.198365  -0.450387
C  1.257852  -1.499604  -0.970541
H  2.721672  1.546448  1.251183
H  1.179539  2.040411  1.921676
H  -0.829953  -0.631235  0.114879
H  -0.899729  0.720608  1.442074
H  -0.780203  1.296949  -1.675915
H  -0.349795  2.462786  -0.515951
H  -2.720181  2.383382  0.380387
H  2.656494  -0.052575  -0.485026
H  2.039799  -1.998552  -1.653131
H  1.370353  -2.266753  -0.142468
H  0.303478  -1.521477  -1.427447
O  -1.204674  -3.212202  0.479084
H  -1.604428  -2.476864  1.070995
H  -0.264067  -3.151491  0.620214

Forces on atoms 1 to 2 (eV/Å):
0.6 0.7 1.3
0.8 -2.0 -2.1

Charges per atom according to Mulliken partitioning, unit e: C -1.17; C 0.58; C -0.45; C -0.43; C -0.07; O -0.46; N -0.22; C -0.87; H 0.29; H 0.30; H 0.12; H 0.33; H 0.33; H 0.30; H 0.38; H 0.21; H 0.31; H 0.15; H 0.38; O -0.65; H 0.34; H 0.32


Record 2
The molecule CHN4P3S at a distorted geometry, computed with wB97M-V/def2-TZVPD.

Computed properties:
Energy relative to the best compared isomer or geometry (same formula, charge and spin) = 360.6 kJ/mol
Lowest unoccupied orbital energy (alpha / beta) = -0.0724 / -0.0735 Ha
Highest occupied orbital energy (alpha / beta) = -8.441 / -8.964 eV
2S+1 = 1
Orbital gap (alpha / beta) = 6.471 / 6.965 eV

Cartesian coordinates (Å):
C  2.352219  -0.753690  1.562027
N  2.639784  -0.579784  2.667973
N  -1.060384  -0.657564  -1.956577
N  -1.925671  -0.908216  0.590932
N  -0.339823  1.391896  -0.515999
P  -1.001435  0.878110  -2.091831
P  -1.797132  -1.725155  -0.708959
P  0.208217  0.674690  0.870567
S  1.605422  -0.609508  0.013408
H  -0.681196  2.289222  -0.431541

Forces on atoms 1 to 2 (eV/Å):
-0.4 0.5 0.1
0.2 -0.5 -0.4

Charges per atom according to Mulliken partitioning, unit e: C 0.35; N -0.36; N -0.24; N -0.42; N -0.28; P 0.19; P 0.20; P 0.31; S -0.04; H 0.30


Record 3
A cluster of 3 separate species, C3H13NO3 in total at a distorted geometry, computed with wB97M-V/def2-TZVPD.

Computed properties:
Energy relative to the best compared isomer or geometry (same formula, charge and spin) = 134.2 kJ/mol
Lowest unoccupied orbital energy = 0.0267 Ha
Highest occupied orbital energy = -9.184 eV
2S+1 = 1
Orbital gap = 9.911 eV
SMILES = CCNCO.O.O

Cartesian coordinates (Å):
C  -0.665033  1.336870  -1.135572
C  -1.755754  0.786501  -0.257230
N  -1.710240  -0.670163  0.037425
C  -0.514080  -1.415793  0.369078
O  0.053094  -2.142120  -0.815184
H  -0.746202  2.425939  -1.242739
H  -0.665259  0.876009  -2.145329
H  0.322380  1.225064  -0.644790
H  -1.916356  1.356490  0.738656
H  -2.745075  0.884792  -0.784716
H  -2.595533  -0.955245  0.354207
H  -0.591662  -2.148846  1.091386
H  0.368682  -0.866095  0.749527
H  -0.420102  -1.937803  -1.597505
O  2.261102  -0.205394  -1.164943
H  3.100749  -0.571697  -1.332161
H  1.700403  -0.995481  -1.405531
O  2.266877  0.908475  3.389206
H  1.689195  0.415979  2.850750
H  2.562813  1.692515  2.945470

Forces on atoms 1 to 2 (eV/Å):
1.0 0.2 0.3
-1.9 -0.1 1.2

Charges per atom according to Mulliken partitioning, unit e: C -0.87; C -0.32; N -0.24; C -0.14; O -0.66; H 0.36; H 0.23; H 0.20; H 0.23; H 0.27; H 0.19; H 0.38; H 0.03; H 0.32; O -0.60; H 0.29; H 0.33; O -0.64; H 0.32; H 0.32


Record 4
A cluster of 2 separate species, C21H36F5NO6 in total at a distorted geometry, computed with wB97M-V/def2-TZVPD.

Computed properties:
Lowest unoccupied orbital energy = -0.0185 Ha
Highest occupied orbital energy = -5.923 eV
2S+1 = 1
Orbital gap = 5.419 eV

Cartesian coordinates (Å):
C  -3.105896  -0.016887  2.465460
C  -2.573058  -1.399854  2.884856
C  -1.086178  -1.610455  2.632136
C  -0.597880  -1.480285  1.177104
C  -1.638703  -1.982709  0.182514
N  -1.202592  -1.972823  -1.266641
C  -1.033762  -0.607640  -1.895140
C  -2.261884  0.214985  -2.290694
C  -2.880402  1.022904  -1.152056
C  -1.868303  1.951108  -0.486688
C  -1.128554  2.828935  -1.467966
O  -0.278801  3.761126  -0.826010
C  0.817085  3.148040  -0.272695
C  1.219838  3.677863  1.065746
O  1.404431  2.250319  -0.833099
C  0.161378  -2.668304  -1.403351
C  1.336706  -1.718477  -1.156216
C  2.559555  -2.436196  -0.569000
O  2.868404  -1.847368  0.675707
C  3.380294  -0.569269  0.553453
C  3.268392  0.230570  1.805853
O  3.835531  -0.170896  -0.489168
C  -2.169769  -2.845713  -2.028352
F  -1.823419  -4.147396  -1.852332
F  -2.038556  -2.584925  -3.350590
C  -3.702265  -2.812101  -1.635890
F  -4.186258  -1.621200  -1.305920
F  -4.356231  -3.254875  -2.724931
F  -3.930734  -3.672907  -0.630132
H  -2.301460  0.683891  2.280117
H  -3.732673  -0.118975  1.584970
H  -3.767582  0.350363  3.237775
H  -3.141853  -2.207380  2.429849
H  -2.734453  -1.518886  3.950411
H  -0.792885  -2.596284  2.981924
H  -0.520542  -0.909264  3.236537
H  -0.389026  -0.433897  0.972713
H  0.311884  -2.059204  1.107916
H  -1.832201  -3.021589  0.425647
H  -2.525006  -1.381771  0.307358
H  -0.486237  -0.775699  -2.809375
H  -0.470666  0.019648  -1.224056
H  -1.862697  0.938270  -2.993058
H  -3.000897  -0.322469  -2.870330
H  -3.385790  0.432851  -0.399365
H  -3.653058  1.647618  -1.595340
H  -1.159153  1.402543  0.132232
H  -2.415795  2.594466  0.198706
H  -0.508085  2.204219  -2.108529
H  -1.792502  3.366829  -2.135070
H  1.358950  4.752536  1.017361
H  0.468213  3.454631  1.816048
H  2.155636  3.209358  1.337915
H  0.270055  -3.056456  -2.404510
H  0.225849  -3.462612  -0.675111
H  1.108099  -0.909083  -0.480871
H  1.655787  -1.268641  -2.088475
H  3.384901  -2.410235  -1.268270
H  2.368195  -3.486571  -0.362742
H  2.852799  -0.345891  2.623296
H  2.654690  1.089171  1.564503
H  4.245173  0.638584  2.034502
C  5.536087  3.382876  -0.030571
C  5.444405  3.447975  1.510972
O  6.300079  4.131205  2.096866
O  4.493585  2.787989  2.016359
H  6.375294  3.972231  -0.399521
H  5.661432  2.346586  -0.352069
H  4.613075  3.765499  -0.472669

Forces on atoms 1 to 2 (eV/Å):
-0.3 -0.9 0.0
0.2 0.2 0.2

Charges per atom according to Mulliken partitioning, unit e: C -0.81; C -0.69; C -1.37; C 0.34; C -1.35; N 1.26; C -0.47; C -1.52; C -0.52; C 0.58; C -0.83; O -0.42; C 0.73; C -0.83; O -0.52; C -1.24; C 0.55; C -1.12; O -0.45; C 0.89; C -0.69; O -0.56; C 0.94; F -0.29; F -0.31; C 0.53; F -0.15; F -0.26; F -0.25; H 0.11; H 0.20; H 0.46; H 0.35; H 0.50; H 0.47; H 0.44; H -0.26; H 0.10; H 0.79; H 0.28; H 0.53; H 0.25; H 0.66; H 0.61; H 0.01; H 0.51; H -0.86; H 0.65; H 0.48; H 0.31; H 0.36; H 0.28; H 0.14; H 0.39; H 0.35; H -0.48; H 0.67; H 0.48; H 0.41; H 0.36; H -0.14; H 0.41; C -0.54; C 0.44; O -0.73; O -0.70; H 0.32; H 0.09; H 0.11


Record 5
A structure of composition C5H2Cl4N2O3 at a distorted geometry, computed with wB97M-V/def2-TZVPD.

Computed properties:
Lowest unoccupied orbital energy (alpha / beta) = -0.0669 / -0.0379 Ha
Highest occupied orbital energy (alpha / beta) = -7.601 / -9.214 eV
2S+1 = 1
Orbital gap (alpha / beta) = 5.781 / 8.183 eV

Cartesian coordinates (Å):
C  3.053093  0.280320  0.433834
C  1.796596  -1.503911  0.412823
C  -1.710798  0.919070  -0.639229
C  -2.883418  1.237390  -0.020026
C  -1.335140  -0.371105  -0.976117
N  1.892715  0.731504  0.746007
N  1.113266  -0.362799  0.722490
O  1.340675  -2.616126  0.379957
O  3.099421  -1.059201  0.199541
O  -0.091668  -0.397297  1.132740
Cl  -3.222829  2.900882  -0.000445
Cl  -4.057568  0.181346  0.569820
Cl  -2.114618  -1.794583  -0.663101
Cl  0.105429  -0.688617  -1.777549
H  3.954781  0.766590  0.433190
H  -0.939943  1.776532  -0.953939

Forces on atoms 1 to 2 (eV/Å):
-2.1 -1.3 0.2
0.0 -2.0 0.0

Charges per atom according to Mulliken partitioning, unit e: C -0.07; C 0.49; C -0.44; C 0.57; C 0.37; N -0.76; N 1.12; O -0.51; O -0.35; O -0.54; Cl -0.19; Cl -0.14; Cl -0.11; Cl -0.13; H 0.50; H 0.17


Record 6
A structure of composition C39H51BN8O2S3Sn, computed with wB97M-V/def2-TZVPD.

Computed properties:
Net charge = +2
Energy relative to the best compared isomer or geometry (same formula, charge and spin) = 0.0 kJ/mol
Lowest unoccupied orbital energy = -0.2125 Ha
Highest occupied orbital energy = -12.789 eV
2S+1 = 1
Orbital gap = 7.006 eV

Cartesian coordinates (Å):
Sn  -2.421621  -2.626513  -1.006989
C  -0.703491  -4.121159  2.960973
C  -0.503266  -2.680730  2.603394
C  -0.653903  -1.696577  3.519709
C  -0.453886  -0.335912  3.174576
N  -0.224548  0.002159  1.942397
N  -0.089162  -0.974821  1.003974
B  0.347255  -0.369169  -0.374782
N  1.832063  -0.731320  -0.621570
N  2.602725  -0.534148  0.464329
C  3.845575  -0.917482  0.400364
C  4.369503  -1.495863  -0.788418
C  3.579310  -1.748475  -1.858591
C  4.059347  -2.423823  -3.115545
C  2.230090  -1.361335  -1.715313
S  1.081327  -1.751869  -2.941576
C  4.709172  -0.770489  1.644435
C  5.301307  -2.147715  1.981640
C  3.882536  -0.278981  2.832952
C  5.839038  0.224674  1.342942
N  0.119621  1.210904  -0.306653
N  1.221931  1.952141  -0.242482
C  1.084448  3.261398  -0.248141
C  -0.187263  3.844728  -0.426207
C  -1.315468  3.082831  -0.545209
C  -2.642125  3.679165  -0.952822
C  -1.104104  1.715138  -0.389114
S  -0.544421  -0.856451  -2.026469
C  2.335194  4.118248  -0.133998
C  2.533703  4.860136  -1.468107
C  3.566601  3.265926  0.169737
C  2.124699  5.127266  1.003694
C  -0.098421  -2.304121  1.272585
S  0.290709  -3.459028  0.085199
C  -0.538912  0.756968  4.235874
C  -0.191693  2.130695  3.660023
C  0.475343  0.414863  5.347375
C  -1.949737  0.780044  4.836215
H  -1.199834  -4.209665  3.928583
H  -1.287033  -4.633648  2.202164
H  0.259504  -4.641303  3.007730
H  -0.951196  -1.951779  4.532782
H  5.414080  -1.790220  -0.821664
H  5.065071  -2.815892  -2.984803
H  3.403925  -3.257609  -3.390922
H  4.071661  -1.720087  -3.955125
H  4.513669  -2.895131  2.114554
H  5.990676  -2.504378  1.210326
H  5.865151  -2.079274  2.916017
H  3.084137  -0.988608  3.073690
H  4.535540  -0.183016  3.705750
H  3.421931  0.691198  2.633156
H  6.459122  -0.097736  0.499540
H  5.440436  1.218571  1.117636
H  6.490505  0.309281  2.216157
H  -0.270322  4.924475  -0.537722
H  -2.748960  4.685225  -0.548736
H  -2.668487  3.756788  -2.043278
H  -3.503739  3.088068  -0.655738
H  2.631383  4.156826  -2.303410
H  1.702781  5.542863  -1.684893
H  3.448162  5.457916  -1.419115
H  3.740039  2.512203  -0.604955
H  4.442324  3.917435  0.222861
H  3.461169  2.749330  1.129082
H  1.280700  5.799382  0.814930
H  1.957540  4.618925  1.960060
H  3.018142  5.747821  1.102186
H  0.805891  2.132233  3.206792
H  -0.911821  2.450724  2.896436
H  -0.209462  2.866993  4.469837
H  1.496584  0.385701  4.955496
H  0.432838  1.182078  6.126084
H  0.260242  -0.548050  5.823257
H  -2.689894  1.142695  4.113484
H  -2.265943  -0.210861  5.184572
H  -1.966782  1.452789  5.698794
C  -3.109404  1.352361  1.720107
C  -3.220115  0.792465  0.335421
O  -2.049455  0.759640  -0.445846
C  -4.331823  0.314751  -0.195647
C  -4.622644  -0.249173  -1.529923
C  -5.906176  0.155615  -2.196560
N  -3.836695  -1.109710  -2.059225
N  -4.212815  -1.570708  -3.316268
C  -3.554912  -2.645907  -3.655221
O  -2.628216  -3.243880  -2.922937
C  -3.826415  -3.256701  -4.977235
C  -5.071825  -3.108668  -5.580863
C  -5.313089  -3.692693  -6.815085
C  -4.311462  -4.416774  -7.449023
C  -3.067857  -4.563594  -6.846376
C  -2.828312  -3.992981  -5.605625
H  -3.274154  2.433434  1.739907
H  -2.127449  1.147159  2.144988
H  -3.863669  0.890729  2.356306
H  -5.201659  0.423091  0.446688
H  -6.415331  0.939574  -1.637642
H  -6.565714  -0.713976  -2.289946
H  -5.708363  0.493979  -3.216190
H  -5.841113  -2.535593  -5.078201
H  -6.283729  -3.587652  -7.281349
H  -4.502154  -4.872054  -8.415747
H  -2.287890  -5.129638  -7.342217
H  -1.866723  -4.116613  -5.118280

Forces on atoms 1 to 2 (eV/Å):
-0.2 0.1 0.4
0.2 0.0 0.1

Here are the Mulliken charges for atoms 1 to 99, given in e: Sn 0.71; C -1.87; C -0.55; C -1.00; C 0.30; N 0.00; N 0.52; B -0.82; N 0.33; N 0.00; C -0.11; C -0.71; C 0.14; C -1.99; C 1.38; S -0.21; C 2.35; C -1.78; C -1.86; C -1.45; N 1.35; N -1.21; C 0.09; C -0.57; C 0.33; C -1.57; C 0.57; S 0.17; C 2.11; C -1.71; C -1.92; C -1.59; C 1.20; S -0.13; C 2.18; C -1.50; C -1.60; C -1.45; H 0.45; H 0.36; H 0.32; H 0.51; H 0.50; H 0.40; H 0.46; H 0.38; H 0.35; H 0.37; H 0.47; H 0.29; H 0.58; H 0.10; H 0.35; H 0.15; H 0.48; H 0.57; H 0.45; H 0.40; H 0.27; H 0.36; H 0.37; H 0.46; H 0.30; H 0.56; H 0.27; H 0.40; H 0.24; H 0.47; H 0.15; H 0.12; H 0.56; H 0.25; H 0.50; H 0.35; H 0.21; H 0.35; H 0.50; C -0.21; C -0.73; O -0.44; C -0.31; C 0.70; C -1.47; N 0.57; N -0.79; C 0.50; O -0.64; C 0.54; C -0.26; C -0.70; C -0.40; C -0.64; C -0.42; H 0.27; H -1.02; H 0.83; H 0.62; H 0.48; H 0.34


Record 7
The molecule C6H12OS at a distorted geometry, computed with wB97M-V/def2-TZVPD.

Computed properties:
Energy relative to the best compared isomer or geometry (same formula, charge and spin) = 241.0 kJ/mol
Lowest unoccupied orbital energy = 0.0245 Ha
Highest occupied orbital energy = -8.845 eV
2S+1 = 1
Orbital gap = 9.511 eV
SMILES = C=C[C@@H](O)C(C)(C)S

Cartesian coordinates (Å):
C  1.105231  -1.450610  1.744733
C  0.128758  -1.524286  0.865344
C  0.436841  -1.103706  -0.541150
O  -0.137355  -2.021678  -1.460292
C  -0.271885  0.513816  -0.775167
C  -1.685843  0.430328  -0.190301
C  0.444975  1.525100  0.142870
S  -0.386463  0.889651  -2.493134
H  1.199094  -1.779602  2.769190
H  1.992708  -0.960896  1.413217
H  -0.958645  -1.730887  1.161636
H  1.434831  -0.885563  -0.637738
H  -0.248349  -1.568438  -2.250693
H  -2.241773  -0.350643  -0.561580
H  -1.502577  0.314080  0.888278
H  -2.275805  1.257778  -0.469088
H  -0.299912  2.169284  0.394443
H  1.340343  2.143847  -0.398826
H  0.836365  0.972881  0.938286
H  0.957763  0.948746  -2.985314

Forces on atoms 1 to 2 (eV/Å):
0.6 0.0 0.6
-1.6 -0.1 0.1

Charges per atom according to Mulliken partitioning, unit e: C -0.79; C -0.32; C -0.05; O -0.47; C 0.98; C -1.98; C -1.41; S -0.30; H 0.30; H 0.26; H 0.36; H 0.40; H 0.36; H 0.40; H 0.48; H 0.55; H 0.47; H 0.24; H 0.37; H 0.16